No. 1
{"formula": "CH3F2O2P", "method": "ωB97M-V/def2-TZVPD", "species": ["H", "H", "H", "C", "O", "O", "F", "P", "F"], "positions_angstrom": [[-1.354, 0.185, 1.960], [-1.947, 2.019, 1.155], [1.377, 0.299, -0.073], [-1.241, 1.150, 1.436], [1.672, -0.287, -0.710], [-0.161, 1.228, 0.939], [-0.510, -0.829, -1.622], [0.722, -1.564, -0.878], [1.441, -2.202, -2.208]], "lowdin_charge": [0.09, 0.12, -0.04, -0.11, -0.22, -0.05, -0.28, 0.77, -0.28], "relative_energy_kcal_mol": 44.2, "charge": 0, "lumo_energy_ev": 0.32, "smiles": "OP(F)F.C=O", "orbital_gap_ha": 0.398}

No. 2
{"formula": "C15H19N3O4S", "method": "ωB97M-V/def2-TZVPD", "species": ["O", "H", "N", "H", "H", "S", "C", "C", "C", "H", "C", "H", "C", "O", "C", "C", "H", "C", "H", "N", "H", "N", "H", "C", "C", "C", "C", "H", "H", "H", "H", "C", "H", "H", "H", "O", "C", "H", "H", "C", "H", "O"], "positions_angstrom": [[4.274, -1.626, -0.067], [-3.918, 1.365, -1.939], [1.963, -1.907, -0.948], [-5.593, -0.344, 1.637], [1.108, 4.700, -1.161], [2.933, -1.322, 0.314], [2.014, 3.113, -0.067], [3.210, 1.149, -0.795], [1.683, 4.561, -0.247], [-4.018, 2.327, -0.462], [2.910, 2.491, -0.935], [2.592, 5.152, -0.335], [-4.511, 1.554, -1.048], [0.072, -1.475, -2.140], [0.613, -1.596, -1.069], [1.732, 1.022, 1.103], [0.744, 2.836, 1.636], [2.613, 0.428, 0.222], [3.906, 0.653, -1.452], [-1.651, -0.648, 1.564], [2.441, -2.048, -1.825], [0.020, -1.451, 0.147], [-5.447, -1.732, -0.497], [-1.251, -0.961, 0.352], [-3.297, -0.212, 0.161], [-4.666, 0.271, -0.220], [-5.355, -0.809, -1.063], [-5.003, 1.315, 1.647], [0.572, -1.654, 0.976], [-6.477, 0.910, 0.761], [-4.786, -1.013, -1.966], [-2.269, -0.698, -0.599], [3.371, 3.065, -1.725], [1.292, 0.440, 1.897], [-6.350, -0.476, -1.348], [2.409, -1.849, 1.540], [1.436, 2.366, 0.953], [1.099, 4.936, 0.589], [-5.489, 1.919, -1.350], [-5.487, 0.557, 1.037], [-2.211, -0.856, -1.653], [-2.920, -0.186, 1.447]], "lowdin_charge": [-0.27, 0.09, 0.00, 0.09, 0.09, 0.69, -0.26, -0.05, -0.04, 0.09, -0.02, 0.08, -0.03, 0.10, -0.56, -0.05, 0.12, -0.28, 0.12, 0.11, 0.13, 0.16, 0.09, -0.29, -0.23, -0.54, -0.04, 0.09, 0.11, 0.09, 0.08, 0.07, 0.12, 0.11, 0.09, -0.28, -0.02, 0.08, 0.09, -0.04, 0.11, 0.01], "relative_energy_kcal_mol": 35.6, "charge": 0, "lumo_energy_ev": 0.44, "smiles": "Cc1ccc(S(=O)(=O)NC(=O)Nc2cc(C(C)(C)C)on2)cc1", "orbital_gap_ha": 0.359}

No. 3
{"formula": "C10H22IN2NaO8", "method": "ωB97M-V/def2-TZVPD", "species": ["C", "H", "H", "I", "H", "H", "H", "H", "O", "H", "O", "N", "H", "O", "C", "O", "C", "H", "H", "N", "C", "H", "O", "C", "H", "H", "C", "H", "C", "C", "C", "H", "O", "H", "H", "Na", "O", "C", "H", "H", "H", "H", "O", "H"], "positions_angstrom": [[-1.508, 2.407, -0.567], [3.159, -0.171, -0.604], [4.592, 2.116, 0.536], [1.179, -0.803, 1.467], [-5.284, 0.058, 2.205], [0.432, -1.013, -1.208], [-7.026, -0.306, 1.505], [1.175, -0.144, -2.220], [2.458, -3.529, 3.270], [-6.018, 1.216, 0.821], [0.807, -4.419, 4.323], [1.420, -4.211, 3.263], [-0.060, 2.028, -2.603], [-2.840, -2.285, 0.418], [-2.664, -1.002, 0.042], [-0.935, 3.462, -1.569], [5.597, -0.699, -1.218], [0.689, 1.938, 0.104], [-3.869, 0.841, 0.653], [-5.258, -0.760, 0.174], [-3.978, -0.016, -0.153], [-2.141, 1.854, -2.831], [-1.280, -0.551, -0.202], [-5.956, 0.101, 1.225], [-2.714, 2.465, -0.225], [-1.471, 0.141, 1.858], [-0.734, 0.208, 0.931], [5.421, -1.073, -2.232], [-1.158, 1.963, -2.208], [4.895, 0.634, -1.011], [-0.345, 1.765, 0.622], [-3.950, 0.445, -1.234], [0.995, -4.685, 2.197], [-5.902, -0.790, -0.655], [6.676, -0.606, -1.060], [-4.811, -1.331, -1.948], [0.943, -1.065, -2.030], [5.112, 1.162, 0.398], [5.268, 1.363, -1.739], [6.177, 1.311, 0.604], [5.207, -1.458, -0.530], [-0.502, 2.496, 1.533], [3.499, 0.474, -1.245], [4.705, 0.469, 1.143]], "lowdin_charge": [-0.16, 0.00, 0.08, 1.07, 0.13, -0.06, 0.12, 0.01, -0.14, 0.11, -0.09, -0.68, 0.13, 0.06, -0.21, -0.22, -0.06, 0.11, 0.13, -0.16, -0.17, 0.09, -0.20, -0.10, 0.14, 0.13, -0.66, 0.08, -0.01, -0.50, -0.14, 0.13, -0.10, 0.07, 0.08, 0.75, -0.09, -0.06, 0.14, 0.08, 0.09, 0.13, -0.10, 0.08], "charge": 0, "lumo_energy_ev": -3.25, "orbital_gap_ha": 0.099}

No. 4
{"formula": "C2H5N3O", "method": "ωB97M-V/def2-TZVPD", "species": ["H", "H", "N", "H", "O", "C", "H", "N", "C", "N", "H"], "positions_angstrom": [[-2.772, -0.862, -0.211], [1.550, -0.401, -0.920], [0.116, 0.466, 0.269], [3.278, 0.307, 0.350], [-0.539, -1.409, -0.869], [-0.837, -0.451, -0.182], [-0.059, 1.007, 1.107], [-2.127, -0.229, 0.239], [1.450, 0.198, -0.016], [2.385, 0.623, 0.727], [-2.470, 0.710, 0.376]], "lowdin_charge": [0.11, 0.13, 0.09, 0.04, 0.05, -0.60, 0.14, 0.15, -0.29, 0.08, 0.10], "relative_energy_kcal_mol": 1.4, "charge": 0, "lumo_energy_ev": 0.79, "smiles": "[H]/N=C/NC(N)=O", "orbital_gap_ha": 0.395}

No. 5
{"formula": "C2H2N2O", "method": "ωB97M-V/def2-TZVPD", "species": ["C", "H", "O", "H", "N", "N", "C"], "positions_angstrom": [[0.091, 0.389, -0.931], [1.736, -0.660, 0.102], [-1.825, -0.572, 0.361], [1.074, 1.040, 0.571], [-1.050, 0.384, -1.276], [-1.052, -0.688, 1.194], [1.025, 0.108, -0.021]], "lowdin_charge": [-0.35, 0.04, -0.02, 0.08, 0.11, 0.16, -0.02], "relative_energy_kcal_mol": 114.8, "charge": 0, "lumo_energy_ev": [-0.53, -0.79], "orbital_gap_ha": [0.307, 0.298]}

No. 6
{"formula": "C7H9N", "method": "ωB97M-V/def2-TZVPD", "species": ["C", "H", "C", "C", "H", "H", "H", "H", "H", "C", "C", "C", "N", "H", "H", "C", "H"], "positions_angstrom": [[0.783, 1.037, -1.550], [0.088, -0.256, -3.305], [-0.346, -0.268, -0.058], [0.201, -0.094, -2.231], [1.648, 2.511, 0.464], [-0.454, -2.874, 1.015], [1.420, 1.724, -2.053], [-1.305, -2.438, 2.461], [0.164, 2.142, 1.458], [0.962, 1.731, 0.862], [-0.957, -2.025, 1.557], [-1.068, -0.741, 1.173], [-0.437, -0.895, -1.296], [-1.526, 0.072, 1.725], [1.519, 1.112, 1.547], [0.459, 0.843, -0.198], [-1.151, -1.580, -1.572]], "lowdin_spin": [0.02, 0.03, 0.07, 0.13, 0.00, 0.06, 0.00, 0.04, 0.01, 0.03, 0.29, 0.12, 0.04, 0.02, 0.01, 0.01, 0.12], "s_squared": 0.75, "relative_energy_kcal_mol": 22.3, "spin_multiplicity": 2, "charge": -1, "lumo_energy_ev": [3.91, 3.76], "orbital_gap_ha": [0.096, 0.288]}

No. 7
{"formula": "C5H10O", "method": "ωB97M-V/def2-TZVPD", "species": ["H", "H", "H", "C", "H", "C", "C", "H", "H", "C", "H", "O", "H", "C", "H", "H"], "positions_angstrom": [[1.682, -1.969, -1.159], [2.308, -0.234, -1.582], [-0.286, 0.172, -2.254], [1.607, -1.053, -1.736], [1.116, 0.977, 0.023], [0.221, -0.390, -1.457], [-0.818, 0.924, 2.100], [-0.472, 0.517, 3.053], [-2.576, 1.295, 1.375], [-0.470, -0.063, 1.015], [-0.383, 1.916, 1.924], [-2.267, 1.018, 2.250], [1.732, -1.390, -2.781], [0.280, 0.298, -0.132], [-0.396, -1.302, -1.361], [-1.279, -0.715, 0.720]], "lowdin_spin": [0.00, 0.00, 0.03, 0.02, 0.03, 0.06, 0.06, 0.02, 0.00, 0.32, 0.02, 0.04, 0.01, 0.35, 0.00, 0.03], "s_squared": 0.75, "relative_energy_kcal_mol": 33.0, "spin_multiplicity": 2, "charge": -1, "lumo_energy_ev": [4.47, 4.31], "orbital_gap_ha": [0.132, 0.265]}

No. 8
{"formula": "C32H33BrN4O4S2Tc", "method": "ωB97M-V/def2-TZVPD", "species": ["C", "H", "C", "H", "C", "C", "N", "H", "H", "H", "H", "C", "C", "H", "H", "H", "C", "H", "H", "O", "H", "H", "S", "Tc", "H", "H", "C", "C", "O", "H", "C", "C", "H", "H", "N", "H", "O", "H", "C", "C", "C", "H", "H", "C", "C", "C", "C", "H", "C", "C", "C", "O", "H", "C", "C", "N", "H", "H", "H", "C", "C", "C", "H", "C", "H", "Br", "H", "C", "S", "H", "C", "C", "H", "C", "H", "C", "N"], "positions_angstrom": [[-2.215, 0.845, 6.692], [-3.495, 0.601, -0.204], [-0.916, 1.458, -5.715], [4.599, 3.977, 1.404], [-2.923, 0.012, 4.133], [-1.190, -0.143, -3.952], [-2.005, -0.554, -1.716], [-1.316, 5.313, -0.742], [-1.925, 1.171, 7.679], [1.289, 3.389, -2.880], [-1.794, 4.089, 0.454], [-0.977, 4.468, -0.150], [-3.218, -0.779, 5.247], [2.121, 0.900, -0.898], [2.770, -7.177, -0.822], [1.481, 4.530, -1.526], [1.918, 1.246, 0.106], [-3.338, -2.329, -4.794], [-1.013, -5.224, -1.295], [-0.162, -2.912, -0.721], [-3.876, -1.423, 2.882], [0.346, -7.293, -1.301], [-0.452, 3.144, -1.268], [0.126, -1.059, -0.073], [4.481, -2.947, -1.536], [0.155, 1.487, -3.844], [3.453, 3.200, 2.933], [2.490, 2.491, 2.081], [0.244, -0.362, -1.966], [5.122, 4.341, 3.006], [1.242, 2.109, 2.589], [2.778, 2.097, 0.768], [0.929, 2.419, 3.575], [4.466, -1.446, -0.575], [-1.731, -0.497, -0.440], [-2.848, -0.114, -2.079], [-2.751, -1.898, -4.158], [-3.179, -0.901, -6.599], [-2.463, -0.363, -5.993], [0.046, -5.197, -1.088], [-2.298, 1.248, 4.320], [-0.504, 0.926, 2.255], [3.692, 2.396, 0.281], [2.702, -2.600, -0.393], [-2.742, 0.024, 0.332], [-1.947, 1.654, 5.594], [0.776, 4.074, -2.215], [-0.142, 4.754, 0.484], [4.187, -2.498, -0.588], [-0.583, 0.991, -4.453], [-2.156, -0.816, -4.716], [2.105, -1.547, -0.073], [-2.082, 1.116, -7.476], [2.177, -6.278, -0.838], [2.777, -5.060, -0.633], [0.801, 0.768, 0.666], [-3.711, -1.726, 5.108], [-1.466, 2.611, 5.740], [-0.440, 2.341, -6.111], [-2.905, -0.195, 1.626], [0.614, -3.936, -0.780], [-3.261, -0.528, 2.828], [3.837, -5.019, -0.450], [2.039, -3.862, -0.594], [-3.104, -0.986, 7.367], [-0.146, -1.906, 2.248], [-0.817, -1.866, -2.796], [-2.866, -0.368, 6.516], [3.292, 3.095, 4.585], [4.722, -3.006, 0.214], [-1.841, 0.769, -6.485], [-0.858, -0.766, -2.617], [0.271, 4.843, -2.794], [0.442, 1.263, 1.857], [-2.111, 1.902, 3.479], [0.806, -6.339, -1.099], [4.474, 3.865, 2.396]], "lowdin_spin": [0.00, 0.00, 0.00, 0.00, 0.00, 0.00, 0.11, 0.00, 0.00, 0.00, 0.00, 0.00, 0.00, 0.00, 0.00, 0.00, 0.02, 0.00, 0.00, 0.13, 0.00, 0.00, 0.00, 2.27, 0.00, 0.00, 0.00, 0.02, 0.11, 0.00, -0.01, 0.00, 0.00, 0.00, 0.00, 0.00, 0.00, 0.00, 0.00, 0.02, 0.00, 0.00, 0.00, 0.01, 0.00, 0.00, 0.00, 0.00, 0.00, 0.00, 0.00, 0.03, 0.00, 0.02, 0.00, 0.00, 0.00, 0.00, 0.00, -0.02, 0.01, 0.00, 0.00, 0.02, 0.00, 0.18, 0.01, 0.00, 0.02, 0.00, 0.00, 0.03, 0.00, 0.01, 0.00, 0.00, 0.00], "s_squared": 3.79, "relative_energy_kcal_mol": 49.4, "spin_multiplicity": 4, "charge": 2, "lumo_energy_ev": [-8.27, -8.95], "orbital_gap_ha": [0.174, 0.149]}

Please write out number 3 again, unchanged.
{"formula": "C10H22IN2NaO8", "method": "ωB97M-V/def2-TZVPD", "species": ["C", "H", "H", "I", "H", "H", "H", "H", "O", "H", "O", "N", "H", "O", "C", "O", "C", "H", "H", "N", "C", "H", "O", "C", "H", "H", "C", "H", "C", "C", "C", "H", "O", "H", "H", "Na", "O", "C", "H", "H", "H", "H", "O", "H"], "positions_angstrom": [[-1.508, 2.407, -0.567], [3.159, -0.171, -0.604], [4.592, 2.116, 0.536], [1.179, -0.803, 1.467], [-5.284, 0.058, 2.205], [0.432, -1.013, -1.208], [-7.026, -0.306, 1.505], [1.175, -0.144, -2.220], [2.458, -3.529, 3.270], [-6.018, 1.216, 0.821], [0.807, -4.419, 4.323], [1.420, -4.211, 3.263], [-0.060, 2.028, -2.603], [-2.840, -2.285, 0.418], [-2.664, -1.002, 0.042], [-0.935, 3.462, -1.569], [5.597, -0.699, -1.218], [0.689, 1.938, 0.104], [-3.869, 0.841, 0.653], [-5.258, -0.760, 0.174], [-3.978, -0.016, -0.153], [-2.141, 1.854, -2.831], [-1.280, -0.551, -0.202], [-5.956, 0.101, 1.225], [-2.714, 2.465, -0.225], [-1.471, 0.141, 1.858], [-0.734, 0.208, 0.931], [5.421, -1.073, -2.232], [-1.158, 1.963, -2.208], [4.895, 0.634, -1.011], [-0.345, 1.765, 0.622], [-3.950, 0.445, -1.234], [0.995, -4.685, 2.197], [-5.902, -0.790, -0.655], [6.676, -0.606, -1.060], [-4.811, -1.331, -1.948], [0.943, -1.065, -2.030], [5.112, 1.162, 0.398], [5.268, 1.363, -1.739], [6.177, 1.311, 0.604], [5.207, -1.458, -0.530], [-0.502, 2.496, 1.533], [3.499, 0.474, -1.245], [4.705, 0.469, 1.143]], "lowdin_charge": [-0.16, 0.00, 0.08, 1.07, 0.13, -0.06, 0.12, 0.01, -0.14, 0.11, -0.09, -0.68, 0.13, 0.06, -0.21, -0.22, -0.06, 0.11, 0.13, -0.16, -0.17, 0.09, -0.20, -0.10, 0.14, 0.13, -0.66, 0.08, -0.01, -0.50, -0.14, 0.13, -0.10, 0.07, 0.08, 0.75, -0.09, -0.06, 0.14, 0.08, 0.09, 0.13, -0.10, 0.08], "charge": 0, "lumo_energy_ev": -3.25, "orbital_gap_ha": 0.099}